Molecular formula: CH2BrNO3
Method: DFT, the ωB97M-V functional and the def2-TZVPD basis

Last columns: bonded neighbours and bond lengths (Å).
Cartesian coordinates (Å):
1 C 0.598 -0.109 -0.374  N2 1.458, Br6 1.858, H7 1.068
2 N 0.218 0.377 0.947  C1 1.458, O3 1.197, O4 1.202
3 O 0.728 1.408 1.279  N2 1.197
4 O -0.530 -0.332 1.564  N2 1.202
5 O -1.106 0.295 -1.235  H8 1.014
6 Br 0.611 -1.955 -0.586  C1 1.858
7 H 1.282 0.501 -0.923  C1 1.068
8 H -1.801 -0.184 -0.672  O5 1.014

Its LUMO energy is -0.0553 hartree. The total energy is -78738.7575 eV. The value obtained for the strongest force on any atom is 0.1096 Eh/bohr. As for the relative energy (zero: lowest compared OMol25 entry of this formula, charge and spin): 57.4 kcal/mol. Its spin multiplicity is 1. The HOMO-LUMO gap comes out at 9.355 eV.

Results of the Löwdin charge analysis, in e, for atoms 1 through 5: -0.48, -0.49, 0.12, 0.05, -0.20